1.
DFT (ωB97M-V/def2-TZVPD) results for 9 unconnected molecules or ions with the total composition C54H86 in a non-equilibrium geometry.

Structure (ORCA input):
```
! RIJCOSX wB97M-V def2-TZVPD def2/J DEFGRID3
* xyz 0 1
C -3.177 3.250 -2.102
C -3.778 3.940 -3.165
C -3.943 3.324 -4.369
C -3.597 2.015 -4.533
C -3.074 1.294 -3.451
C -2.888 1.915 -2.235
H -2.954 3.721 -1.153
H -4.083 4.971 -3.033
H -4.301 3.902 -5.218
H -3.736 1.565 -5.508
H -2.804 0.243 -3.496
H -2.471 1.386 -1.384
C 2.280 2.575 -3.975
C 3.221 3.091 -4.848
C 3.301 2.641 -6.155
C 2.541 1.545 -6.592
C 1.636 0.971 -5.718
C 1.484 1.508 -4.407
H 2.120 3.015 -3.000
H 3.923 3.850 -4.494
H 4.122 2.982 -6.771
H 2.797 1.208 -7.596
H 1.001 0.136 -6.013
H 0.703 1.104 -3.763
C 5.154 -3.838 -0.623
C 6.341 -4.254 -0.091
C 7.524 -3.931 -0.740
C 7.508 -3.305 -1.995
C 6.302 -2.893 -2.523
C 5.133 -3.121 -1.830
H 4.167 -4.020 -0.192
H 6.405 -4.822 0.830
H 8.469 -4.268 -0.320
H 8.460 -3.054 -2.444
H 6.310 -2.293 -3.436
H 4.201 -2.699 -2.177
C 0.072 -8.780 0.857
C 0.934 -8.471 1.929
C 1.268 -7.134 2.197
C 0.879 -6.132 1.318
C 0.086 -6.437 0.200
C -0.392 -7.743 0.012
H -0.132 -9.816 0.586
H 1.276 -9.259 2.590
H 1.928 -6.936 3.038
H 1.257 -5.112 1.357
H -0.159 -5.617 -0.466
H -1.040 -7.960 -0.836
C -3.348 3.047 4.755
C -4.034 1.990 4.156
C -3.332 0.836 3.728
C -1.960 0.668 4.093
C -1.296 1.768 4.653
C -1.965 2.950 4.927
H -3.834 3.986 4.978
H -5.116 2.008 4.051
H -3.905 0.099 3.159
H -1.396 -0.246 3.976
H -0.247 1.679 4.938
H -1.450 3.836 5.289
C 5.736 0.695 7.101
C 6.343 1.885 6.306
C 5.563 2.207 5.046
C 6.259 1.813 3.807
C 5.639 2.365 2.446
C 6.645 2.290 1.339
H 4.750 0.943 7.506
H 6.381 0.317 7.899
H 5.571 -0.191 6.454
H 6.352 2.737 7.004
H 7.401 1.688 6.106
H 5.279 3.266 4.938
H 4.577 1.708 5.042
H 7.333 2.048 3.910
H 6.299 0.703 3.750
H 4.741 1.758 2.260
H 5.265 3.386 2.624
H 6.264 2.706 0.390
H 7.507 2.933 1.548
H 6.966 1.267 1.150
C 2.462 0.694 -0.616
C 1.738 -0.636 -0.669
C 0.868 -0.811 0.559
C 0.157 -2.204 0.614
C -0.410 -2.510 1.969
C -1.617 -3.403 1.886
H 3.197 0.786 0.181
H 1.665 1.434 -0.454
H 2.920 0.948 -1.574
H 1.102 -0.530 -1.558
H 2.432 -1.463 -0.822
H 0.120 -0.023 0.550
H 1.502 -0.776 1.459
H -0.666 -2.208 -0.124
H 0.838 -3.003 0.288
H 0.290 -3.053 2.612
H -0.686 -1.571 2.452
H -1.400 -4.318 1.339
H -1.994 -3.657 2.882
H -2.450 -2.913 1.376
C -3.412 6.613 1.469
C -2.543 5.395 1.482
C -1.164 5.646 2.038
C -0.182 4.514 2.175
C 0.278 3.883 0.829
C 1.247 4.751 0.057
H -3.712 6.903 2.485
H -4.337 6.444 0.917
H -2.894 7.469 1.028
H -2.966 4.581 2.098
H -2.513 4.953 0.475
H -1.330 6.002 3.082
H -0.679 6.529 1.591
H 0.701 4.919 2.681
H -0.579 3.706 2.790
H 0.848 2.968 1.046
H -0.552 3.615 0.174
H 1.039 5.822 0.156
H 2.280 4.557 0.345
H 1.172 4.551 -1.021
C -8.520 -5.256 -4.636
C -8.518 -3.721 -4.355
C -8.039 -3.348 -2.956
C -7.951 -1.879 -2.748
C -6.858 -1.203 -3.518
C -5.495 -1.671 -3.104
H -9.324 -5.754 -4.094
H -7.573 -5.697 -4.293
H -8.582 -5.448 -5.701
H -7.832 -3.238 -5.083
H -9.497 -3.279 -4.596
H -7.095 -3.874 -2.747
H -8.751 -3.800 -2.234
H -8.919 -1.437 -3.014
H -7.795 -1.651 -1.687
H -6.956 -1.338 -4.597
H -6.978 -0.134 -3.306
H -5.392 -1.832 -2.043
H -5.188 -2.536 -3.701
H -4.768 -0.912 -3.425
*
```

As for the SMILES: c1ccccc1.c1ccccc1.c1ccccc1.c1ccccc1.c1ccccc1.CCCCCC.CCCCCC.CCCCCC.CCCCCC. Its largest force on an atom is 0.04595 hartree/bohr. As for the HOMO-LUMO gap: 9.79 eV.

Atom charges from the Löwdin analysis, given in e for atoms 1 to 6: number 1, C, carries -0.08; number 2, C, carries -0.09; number 3, C, carries -0.12; number 4, C, carries -0.09; number 5, C, carries -0.10; number 6, C, carries -0.10



2.
DFT (ωB97M-V/def2-TZVPD) results for a molecular structure, C14H18N2O2RuS5 in a non-equilibrium geometry.

Structure (ORCA input):
```
! RIJCOSX wB97M-V def2-TZVPD def2/J DEFGRID3
* xyz 0 5
Ru 1.989 -0.680 -0.785
C 3.829 -4.419 -0.410
C 3.008 -3.232 -0.061
O 3.149 -2.230 -0.918
C 2.228 -3.240 1.072
C 1.468 -2.176 1.629
C 0.901 -2.281 3.005
N 1.437 -0.974 1.083
N 0.640 -0.084 1.608
C 0.726 1.136 1.014
O 1.580 1.354 0.077
C -0.159 2.226 1.456
C -0.887 2.202 2.659
C -1.605 3.364 3.079
C -1.592 4.512 2.292
C -0.916 4.493 1.067
C -0.207 3.375 0.661
H 3.561 -4.938 -1.332
H 3.742 -5.179 0.337
H 4.877 -4.170 -0.561
H 2.211 -4.146 1.718
H 1.725 -2.278 3.686
H 0.364 -3.250 3.030
H 0.171 -1.500 3.241
H -0.951 1.298 3.270
H -2.124 3.328 4.043
H -2.029 5.412 2.640
H -1.025 5.318 0.365
H 0.383 3.381 -0.295
S 0.175 -1.668 -1.253
S 0.430 -2.686 -2.949
S 1.469 -1.364 -4.182
S 2.391 -0.194 -2.892
C -3.767 1.990 -4.028
S -2.418 0.978 -3.501
C -3.116 0.042 -2.080
H -4.652 1.369 -4.134
H -3.463 2.503 -4.965
H -3.922 2.753 -3.276
H -3.415 0.806 -1.341
H -2.262 -0.557 -1.647
H -3.941 -0.594 -2.421
*
```

The energy above the lowest of the compared OMol25 structures with the same formula, charge and spin is 4.4 kcal/mol. Its largest force on an atom is 0.09382 hartree/bohr. As for the HOMO-LUMO gap (spin up / spin down): 6.11 / 5.43 eV.

Atom charges from the natural (NBO) analysis, given in e for atoms 1 to 6: number 1, Ru, carries 0.64; number 2, C, carries -0.68; number 3, C, carries 0.51; number 4, O, carries -0.65; number 5, C, carries -0.41; number 6, C, carries 0.33



Number 1: calculated total energy -57391.9729 eV. Number 2: calculated total energy -78640.9388 eV.